(1)
{
  "formula": "C8H20N4O2P",
  "method": "ωB97M-V with the def2-TZVPD basis set",
  "species": ["C", "C", "C", "C", "C", "C", "C", "C", "N", "N", "N", "N", "O", "O", "P", "H", "H", "H", "H", "H", "H", "H", "H", "H", "H", "H", "H", "H", "H", "H", "H", "H", "H", "H", "H"],
  "positions_angstrom": [[-1.64933, -1.40755, -0.67310], [-2.28502, 0.91254, -1.00661], [1.74982, -0.66376, -1.21225], [2.22766, -0.92010, 1.13311], [-2.90811, -1.58018, 0.18017], [-3.53441, 0.64027, -0.16459], [2.98516, 0.23701, -1.32312], [3.43297, 0.01060, 0.95141], [-1.21279, -0.00839, -0.63338], [1.20534, -0.60703, 0.14237], [0.15439, 2.51872, 0.11588], [-0.43533, 0.24580, 2.02106], [-3.92418, -0.70683, -0.24010], [3.94312, -0.09270, -0.34976], [-0.05084, 0.40405, 0.42771], [-0.85033, -2.05543, -0.31145], [-1.87887, -1.65476, -1.71384], [-2.51199, 0.74265, -2.06281], [-1.94255, 1.93584, -0.85964], [0.98386, -0.35786, -1.92679], [2.03974, -1.69928, -1.41044], [2.54772, -1.95023, 0.95040], [1.81706, -0.85440, 2.13902], [-3.30868, -2.58901, 0.07154], [-2.66024, -1.40148, 1.24004], [-3.33735, 0.92292, 0.88406], [-4.37908, 1.22145, -0.53588], [3.47341, 0.10109, -2.28870], [2.68263, 1.29154, -1.21491], [3.12794, 1.05020, 1.16446], [4.24536, -0.27023, 1.62297], [0.47362, 2.64539, -0.83867], [0.89731, 2.80330, 0.74857], [0.23926, 0.54301, 2.71502], [-1.35727, 0.59285, 2.25826]],
  "atomic_forces_ev_per_a": [[-0.6, -0.4, 0.0], [-0.3, 0.1, 0.0], [0.1, 0.2, -0.2], [0.1, -0.1, 0.1], [0.3, -0.2, 0.0], [0.1, 0.2, -0.1], [0.0, -0.1, -0.1], [0.0, -0.1, 0.2], [-0.2, -0.6, 0.5], [0.9, -1.5, -0.1], [0.4, 2.1, -0.3], [-0.5, -0.5, 0.9], [-0.1, 0.0, -0.1], [0.0, 0.0, -0.1], [0.0, -0.2, -0.3], [0.0, 0.0, -0.1], [0.1, -0.1, 0.1], [0.0, 0.1, 0.0], [-0.1, 0.0, -0.1], [0.1, -0.1, 0.0], [-0.1, 0.0, 0.0], [0.0, 0.0, 0.1], [0.0, -0.1, 0.0], [0.1, 0.0, 0.1], [-0.1, -0.1, -0.1], [-0.1, 0.0, 0.0], [0.1, 0.1, 0.1], [-0.1, 0.1, 0.0], [0.0, 0.0, 0.0], [0.0, -0.1, 0.0], [-0.1, 0.0, 0.0], [0.0, 0.6, -0.3], [0.0, 0.7, 0.1], [0.0, 0.0, -0.1], [0.0, -0.1, 0.0]],
  "spin_multiplicity": 3,
  "homo_ev": [-9.408, -12.653],
  "orbital_gap_ev": [6.9, 5.7],
  "lumo_ha": [-0.0917, -0.2540],
  "charge": 1,
  "max_force_ha_per_bohr": 0.0426
}

=====

(2)
{
  "formula": "C8H20Si2",
  "method": "ωB97M-V with the def2-TZVPD basis set",
  "species": ["C", "C", "C", "C", "C", "C", "C", "C", "Si", "Si", "H", "H", "H", "H", "H", "H", "H", "H", "H", "H", "H", "H", "H", "H", "H", "H", "H", "H", "H", "H"],
  "positions_angstrom": [[2.24185, -3.01905, -0.23131], [1.69184, -2.21545, -1.13092], [0.96343, -2.86676, -2.21405], [-1.87568, 1.71151, -1.60524], [-1.61766, 3.74807, 0.99972], [-0.81572, -1.34095, 1.43762], [1.18345, 1.03351, 1.93619], [1.74814, -0.78752, -1.12285], [-1.68725, 1.89659, 0.24878], [-0.04248, 0.22804, 0.72591], [2.59120, -2.59837, 0.69984], [2.07945, -4.04541, 0.01101], [1.22254, -3.86203, -2.43535], [-0.16273, -2.96183, -1.86894], [0.92554, -2.35048, -3.11098], [-2.55892, 2.45546, -1.87400], [-0.95835, 1.94810, -2.15785], [-2.40513, 0.84342, -1.72167], [-1.76125, 4.09572, 2.00067], [-0.69612, 4.13665, 0.57297], [-2.37133, 4.37167, 0.59122], [-1.01185, -1.05526, 2.41572], [-1.78687, -1.48845, 0.91509], [-0.15620, -2.13412, 1.47370], [1.80794, 0.29198, 2.40315], [1.74708, 1.78636, 1.47476], [0.66808, 1.48779, 2.84538], [2.53473, -0.42406, -0.36851], [1.51493, -0.25679, -1.97442], [-3.01267, 1.37170, 1.06436]],
  "atomic_forces_ev_per_a": [[0.2, 0.6, 2.6], [0.1, -0.9, -0.5], [-3.9, -0.6, 1.2], [1.4, 2.7, 1.3], [1.0, -1.2, -1.6], [-1.4, 2.2, -2.1], [-1.8, -0.8, 1.7], [0.2, 0.8, 5.2], [-1.5, 0.0, 2.3], [1.5, -0.3, -0.6], [0.7, 0.7, 0.0], [-0.2, -0.9, -1.2], [0.7, -1.3, 0.0], [1.8, 0.3, -0.7], [0.1, 1.3, -1.8], [-1.2, 1.4, -0.7], [-0.2, -0.9, 0.1], [-0.6, -2.7, -0.9], [0.6, -0.9, 1.2], [0.3, 0.4, 0.3], [-1.1, 0.2, -1.4], [-0.7, 0.4, 2.1], [0.8, -0.4, 0.4], [1.2, -1.9, -0.4], [0.7, -0.4, -0.1], [1.0, 1.1, -0.6], [0.2, -0.3, -1.2], [-1.1, -0.1, -1.7], [-0.1, 1.2, -1.7], [1.4, 0.2, -1.2]],
  "spin_multiplicity": 1,
  "homo_ev": [-7.215, -7.216],
  "orbital_gap_ev": [7.2, 7.2],
  "lumo_ha": [0.0000, 0.0000],
  "relative_energy_kj_mol": 199.3,
  "max_force_ha_per_bohr": 0.1026
}

=====

(3)
{
  "formula": "C8H21F3N2O9PSSi2",
  "method": "ωB97M-V with the def2-TZVPD basis set",
  "species": ["N", "P", "O", "O", "Si", "O", "Si", "S", "O", "O", "C", "F", "F", "F", "C", "O", "O", "H", "H", "H", "H", "H", "H", "C", "O", "C", "C", "N", "C", "C", "O", "C", "H", "H", "H", "H", "H", "H", "H", "H", "H", "H", "H", "H", "H", "H", "H"],
  "positions_angstrom": [[-7.16520, -3.80545, -2.47415], [-6.00796, -3.08721, -1.74121], [-5.57768, -3.79161, -0.33124], [-6.54327, -1.66014, -1.15793], [-4.05848, -2.73758, -2.87721], [-4.18288, -1.23598, -3.67775], [-3.96470, 0.19834, -2.98660], [-1.77191, 0.59480, -2.58773], [-0.90907, -0.50967, -2.91679], [-1.50045, 1.93491, -3.06935], [-1.64615, 0.79005, -0.73730], [-0.42853, 1.18260, -0.42404], [-2.51202, 1.70370, -0.31604], [-1.91023, -0.33847, -0.10348], [-3.57919, -4.27560, -3.89844], [-3.70626, -5.23215, -3.09612], [-3.22323, -4.16092, -5.07901], [-6.88461, -4.15430, -3.38452], [-4.61589, -3.80665, -0.22230], [-6.06432, -1.39061, -0.36479], [-3.05358, -2.49356, -1.78918], [-4.30689, 1.31332, -3.87506], [-4.58872, 0.36775, -1.66053], [6.54871, 1.00310, 2.36282], [5.77772, 1.48532, 1.28605], [5.03851, 0.48672, 0.58954], [3.55165, 0.65755, 0.79661], [3.17572, 0.36395, 2.17203], [1.78597, 0.66016, 2.49907], [1.32671, 2.10970, 2.42191], [1.89822, 2.95683, 3.40364], [3.15078, 3.51715, 3.07089], [7.16025, 1.83203, 2.71622], [5.93183, 0.64199, 3.19386], [7.20933, 0.18819, 2.04819], [5.35561, -0.50966, 0.91294], [5.26282, 0.58863, -0.47540], [3.02426, -0.03342, 0.13237], [3.28735, 1.67785, 0.48441], [3.78144, 0.88154, 2.79673], [1.60161, 0.30855, 3.51742], [1.14709, 0.06711, 1.83676], [0.25043, 2.12181, 2.61110], [1.47694, 2.53524, 1.42241], [3.23887, 3.69116, 1.99434], [3.98956, 2.88931, 3.38846], [3.22981, 4.47363, 3.58842]],
  "atomic_forces_ev_per_a": [[0.1, 0.4, 0.0], [-0.1, -0.3, -0.2], [0.3, 0.2, 0.1], [0.0, 0.1, 0.0], [0.3, -0.2, 0.0], [0.1, 0.1, 0.5], [-0.5, 0.0, -0.2], [0.0, 0.2, -0.2], [0.0, 0.1, 0.1], [0.0, -0.2, 0.1], [-0.2, -0.1, -0.3], [0.7, 0.2, 0.1], [-0.4, 0.5, 0.1], [-0.1, -0.6, 0.2], [0.0, 0.1, -0.5], [0.1, 0.3, -0.2], [-0.1, -0.4, 0.6], [-0.1, -0.1, 0.1], [-0.2, -0.2, -0.1], [-0.1, -0.1, 0.0], [-0.1, 0.1, 0.0], [0.1, 0.0, -0.1], [0.2, 0.0, 0.0], [0.0, 0.0, 0.0], [0.0, 0.0, 0.1], [0.0, -0.1, -0.1], [0.0, 0.0, 0.1], [0.1, 0.1, 0.0], [0.0, -0.1, 0.1], [-0.2, 0.0, -0.1], [0.1, 0.0, 0.0], [0.0, 0.0, 0.0], [0.0, 0.0, 0.0], [0.0, 0.0, 0.0], [0.0, 0.0, 0.0], [0.0, 0.0, 0.0], [0.0, 0.0, 0.0], [0.0, 0.0, 0.0], [0.0, 0.0, 0.0], [0.0, 0.0, 0.0], [0.0, 0.0, 0.0], [0.0, 0.0, 0.0], [0.0, 0.0, 0.0], [0.1, 0.0, 0.0], [0.0, 0.0, 0.0], [0.0, 0.0, 0.0], [0.0, 0.0, 0.0]],
  "spin_multiplicity": 1,
  "homo_ev": -4.926,
  "orbital_gap_ev": 7.1,
  "lumo_ha": 0.0795,
  "charge": -1,
  "max_force_ha_per_bohr": 0.0145
}

=====

(4)
{
  "formula": "C8H21F7HfN9O25S5",
  "method": "ωB97M-V with the def2-TZVPD basis set",
  "species": ["Hf", "C", "F", "F", "F", "S", "O", "O", "O", "N", "S", "O", "O", "F", "S", "O", "O", "F", "N", "S", "O", "O", "F", "S", "O", "O", "F", "C", "N", "O", "O", "H", "H", "H", "C", "N", "O", "O", "H", "H", "H", "C", "N", "O", "O", "H", "H", "H", "C", "N", "O", "O", "H", "H", "H", "C", "N", "O", "O", "H", "H", "H", "C", "N", "O", "O", "H", "H", "H", "C", "N", "O", "O", "H", "H", "H"],
  "positions_angstrom": [[0.79217, -3.54282, -1.86040], [-0.33184, 0.30655, 0.41309], [-0.99897, 1.45107, 0.53543], [0.94296, 0.53657, 0.15262], [-0.48274, -0.36354, 1.54066], [-1.13978, -0.56124, -1.01855], [-1.08088, 0.32778, -2.12692], [-0.21330, -1.74630, -1.23835], [-2.41779, -0.98502, -0.57208], [1.79579, -2.55138, -3.49347], [2.41724, -1.04008, -3.70790], [1.58438, -0.19354, -4.46288], [3.82226, -0.94348, -3.69128], [2.16150, -0.64666, -2.16614], [2.33187, -3.26314, -4.96763], [3.72417, -3.32362, -5.09092], [1.54393, -3.02167, -6.10157], [1.86826, -4.70585, -4.43266], [2.19360, -3.10860, -0.31313], [3.96359, -2.79436, -0.40061], [4.72939, -3.70390, 0.34842], [4.32506, -1.44568, -0.50769], [3.97649, -3.37475, -1.87925], [2.16324, -2.86775, 1.29506], [2.36756, -1.53624, 1.72184], [2.46519, -3.91292, 2.18019], [0.53249, -3.01160, 1.28135], [-0.09484, 4.54863, 0.94923], [0.36529, 5.30325, 2.14852], [1.46849, 5.79080, 2.04770], [-0.34854, 5.37532, 3.12863], [-1.17166, 4.42278, 0.98862], [0.50931, 3.64983, 0.91587], [0.12046, 5.15659, 0.07578], [-1.55417, -2.26330, 4.03177], [-0.97079, -3.59774, 4.26686], [0.23738, -3.72987, 4.23281], [-1.74438, -4.49220, 4.51979], [-2.12826, -1.93722, 4.89242], [-2.22152, -2.38004, 3.18014], [-0.80269, -1.52279, 3.78569], [-2.89848, -1.58245, -4.12124], [-1.85077, -2.62421, -4.32401], [-1.10523, -2.89655, -3.34622], [-1.74764, -3.15034, -5.37633], [-3.31811, -1.75767, -3.13194], [-3.61304, -1.61855, -4.92974], [-2.37266, -0.63270, -4.00982], [-2.31042, 2.55337, 3.55903], [-3.32628, 1.57277, 3.09654], [-4.23007, 1.92588, 2.37873], [-3.18017, 0.43549, 3.52672], [-2.11987, 2.40321, 4.61414], [-2.76193, 3.52704, 3.38123], [-1.38259, 2.53823, 2.99651], [3.05625, 2.50877, -2.16351], [2.90292, 3.99103, -2.18387], [3.55328, 4.58924, -3.01128], [2.03949, 4.48425, -1.49235], [2.14244, 2.12825, -2.61338], [3.20688, 2.11674, -1.16311], [3.92245, 2.30084, -2.78180], [2.29396, 1.08085, 3.20716], [2.25635, 2.42845, 3.83445], [1.16705, 2.92079, 4.07577], [3.30921, 2.96385, 4.06741], [2.53582, 1.14408, 2.15318], [1.33804, 0.59902, 3.38615], [3.04063, 0.52800, 3.77110], [-4.87920, 0.46749, -0.00518], [-5.28738, -0.19693, -1.27727], [-6.09285, -1.09483, -1.22820], [-4.69788, 0.15140, -2.28703], [-5.76997, 0.92164, 0.41271], [-4.13628, 1.21371, -0.26105], [-4.38385, -0.24206, 0.64545]],
  "atomic_forces_ev_per_a": [[-1.0, 6.6, -0.8], [-0.7, 0.2, -0.3], [0.2, 0.1, -0.1], [0.1, 0.0, 0.1], [0.3, -0.3, -0.1], [-1.1, 1.4, -0.2], [0.6, -0.1, -0.1], [2.5, -4.0, -0.3], [0.1, -0.7, 0.4], [0.4, -1.1, -1.1], [0.6, 4.0, 4.3], [-0.3, -0.7, -0.6], [0.2, -0.9, -1.3], [-0.8, -0.2, -0.5], [-0.3, -2.6, -0.7], [0.5, 0.2, 0.7], [-0.9, 0.7, 0.4], [-0.3, -0.2, 0.6], [2.7, -0.2, -0.6], [1.7, -0.8, -3.7], [-0.8, -0.3, 0.6], [-0.8, 0.5, 0.2], [0.0, 0.1, 0.2], [-6.0, 0.0, 4.6], [0.8, 0.3, -1.3], [1.4, -0.9, -0.9], [0.2, 0.1, -0.6], [-0.3, 0.6, -0.2], [0.2, 0.2, 0.0], [0.1, 0.0, 0.2], [-0.2, -0.2, -0.3], [0.0, -0.4, 0.3], [-0.2, -0.2, 0.0], [0.3, 0.0, 0.1], [-0.4, 0.6, -0.6], [0.3, -0.2, 0.7], [0.1, 0.3, -0.3], [-0.2, -0.1, -0.2], [0.0, -0.3, 0.1], [-0.1, 0.0, 0.1], [0.3, -0.2, 0.2], [0.4, 0.2, 1.1], [-0.4, 0.0, -0.7], [0.6, -0.8, 1.0], [0.3, -0.2, -0.1], [-0.3, -0.1, -0.1], [0.1, -0.1, -0.1], [0.0, 0.0, -0.3], [-0.5, 1.4, -0.1], [0.7, -0.8, 0.7], [0.1, 0.2, -0.2], [-0.1, 0.0, -0.4], [0.0, -0.2, 0.0], [0.1, 0.1, 0.2], [0.0, -0.6, -0.1], [0.4, 0.0, -0.3], [-0.3, 0.1, -0.7], [0.2, 0.0, 0.2], [-0.1, -0.1, 0.5], [0.0, -0.1, 0.1], [-0.2, 0.3, 0.1], [0.0, -0.2, 0.0], [-0.1, -0.5, 0.8], [-0.2, 0.5, -0.1], [-0.2, -0.3, -0.2], [0.3, -0.1, -0.1], [0.1, 0.2, 0.0], [-0.1, 0.2, -0.2], [0.2, 0.0, -0.3], [0.0, 0.6, -0.3], [0.9, -0.4, 0.3], [-0.2, 0.1, 0.0], [-0.1, 0.1, -0.3], [0.0, -0.2, 0.3], [-0.2, 0.2, -0.1], [-0.5, -0.3, 0.1]],
  "spin_multiplicity": 1,
  "homo_ev": -12.645,
  "orbital_gap_ev": 4.3,
  "lumo_ha": -0.3052,
  "relative_energy_kj_mol": 0.0,
  "charge": 1,
  "max_force_ha_per_bohr": 0.1472
}